{"formula": "C17H23Cl3FeN3Si", "method": "ωB97M-V/def2-TZVPD", "orbital_gap_ev": [2.252, 5.080], "energy_ha": -3759.48170, "charge": -2, "s_squared": 8.79, "e_lumo_ev": [4.87, 4.81], "e_above_lowest_kj_mol": 322.3, "spin_multiplicity": 6, "e_homo_ev": [2.621, -0.266], "species": ["Fe", "C", "C", "C", "C", "C", "H", "H", "H", "H", "H", "C", "N", "C", "C", "N", "N", "C", "C", "H", "H", "H", "H", "H", "H", "H", "H", "H", "H", "H", "H", "H", "C", "C", "C", "C", "C", "C", "C", "H", "H", "H", "H", "H", "Cl", "Si", "Cl", "Cl"], "xyz": [[10.445, 8.277, 8.086], [13.701, 10.374, 7.070], [13.936, 9.361, 8.023], [12.746, 9.127, 8.676], [11.727, 9.955, 8.097], [12.386, 10.744, 7.076], [14.476, 10.851, 6.461], [14.862, 8.861, 8.219], [12.655, 8.568, 9.611], [10.871, 10.322, 8.676], [11.916, 11.585, 6.539], [9.062, 4.774, 4.563], [8.658, 6.008, 5.212], [9.099, 7.236, 4.716], [7.737, 6.045, 6.221], [7.862, 6.999, 7.145], [6.870, 5.046, 6.446], [6.031, 4.537, 5.391], [6.665, 4.615, 7.808], [10.187, 4.764, 4.410], [8.660, 4.752, 3.531], [8.744, 3.957, 5.214], [10.178, 7.230, 4.521], [8.909, 7.974, 5.654], [8.449, 7.671, 3.962], [7.358, 6.806, 8.022], [6.597, 4.657, 4.471], [5.046, 5.011, 5.393], [5.915, 3.481, 5.629], [5.781, 5.013, 8.308], [7.590, 4.835, 8.371], [6.490, 3.530, 7.885], [8.773, 8.086, 6.993], [8.215, 9.355, 7.378], [7.531, 9.512, 8.607], [7.027, 10.768, 8.936], [7.248, 11.855, 8.118], [7.926, 11.692, 6.897], [8.511, 10.459, 6.571], [7.445, 8.703, 9.349], [6.363, 10.983, 9.802], [6.845, 12.814, 8.419], [7.898, 12.511, 6.202], [9.194, 10.352, 5.747], [13.286, 6.088, 8.869], [11.479, 6.069, 7.661], [12.012, 5.881, 5.598], [10.621, 4.043, 8.032]]}